Below is a structure of composition C4H10O3, with properties calculated with ωB97M-V with the def2-TZVPD basis set.

Computed properties:
* HOMO-LUMO gap: 7.69 eV
* ΔE to the lowest compared entry with this formula, charge and spin: 150.0 kcal/mol

```
17
C4H10O3 | the Open Molecules 2025 dataset | ωB97M-V with the def2-TZVPD basis set
C -1.08 -0.85 -1.28
O 0.15 -0.14 -1.19
C 1.31 -0.87 -0.56
C 0.54 0.88 0.16
O -0.60 1.71 0.02
C 0.47 0.47 1.62
O -0.72 -0.24 1.89
H -1.84 -0.18 -1.68
H -1.37 -1.22 -0.30
H -0.91 -1.69 -1.97
H 0.88 -1.75 -0.05
H 1.94 -1.21 -1.39
H 1.44 1.40 -0.16
H -0.61 2.08 -0.87
H 0.51 1.40 2.21
H 1.31 -0.16 1.88
H -1.44 0.36 1.66
```

***

Below is a cluster of 4 separate species, C33H70N4O9P in total, with properties calculated with ωB97M-V with the def2-TZVPD basis set.

Computed properties:
* HOMO-LUMO gap (alpha / beta): 8.13 / 8.93 eV
* multiplicity: 4

```
117
C33H70N4O9P | the Open Molecules 2025 dataset | ωB97M-V with the def2-TZVPD basis set
C -2.47 0.75 -1.09
O -1.10 0.38 -0.95
P 0.01 1.02 -1.90
O 0.07 0.42 -3.22
O -0.24 2.60 -1.87
O 1.36 0.86 -1.06
O 1.72 1.99 -0.24
C 0.95 1.90 0.96
C 1.69 2.63 2.08
N 1.27 2.21 3.40
C 0.14 2.87 4.03
C -1.09 1.98 4.19
C -1.87 1.71 2.91
O -0.65 0.76 4.78
H -2.61 1.82 -0.94
H -2.85 0.45 -2.08
H -3.02 0.21 -0.32
H -1.06 2.83 -2.33
H 0.81 0.85 1.22
H -0.03 2.37 0.79
H 2.77 2.49 1.94
H 1.50 3.71 1.99
H 1.16 1.20 3.45
H 0.44 3.21 5.02
H -0.15 3.77 3.47
H -1.77 2.49 4.89
H -1.34 1.01 2.25
H -2.84 1.26 3.16
H -2.08 2.63 2.37
H -1.26 0.06 4.52
C 2.21 7.23 -3.50
C 0.84 6.55 -3.22
C 0.51 5.51 -4.29
C 0.01 6.08 -5.62
C -1.11 7.09 -5.39
C -0.72 8.20 -4.42
N -0.26 7.57 -3.14
O -1.23 7.19 -2.41
C 0.35 9.10 -5.05
C -1.92 9.09 -4.11
C 0.95 5.86 -1.86
H 2.16 8.30 -3.33
H 2.96 6.83 -2.82
H 2.56 7.05 -4.52
H -0.26 4.83 -3.89
H 1.40 4.90 -4.45
H 0.83 6.54 -6.17
H -0.35 5.26 -6.24
H -1.42 7.54 -6.34
H -1.99 6.56 -4.99
H 0.67 9.86 -4.34
H -0.09 9.60 -5.91
H 1.23 8.56 -5.39
H -2.76 8.52 -3.73
H -2.23 9.60 -5.03
H -1.66 9.84 -3.37
H 1.10 6.58 -1.06
H 1.79 5.17 -1.89
H 0.06 5.28 -1.63
C 1.54 -6.17 -4.27
C 0.29 -5.73 -3.48
C -0.57 -4.76 -4.30
C -0.05 -3.32 -4.37
C 0.29 -2.79 -2.98
C 1.25 -3.70 -2.22
N 0.67 -5.08 -2.18
O -0.23 -5.21 -1.28
C 2.63 -3.67 -2.88
C 1.44 -3.20 -0.79
C -0.53 -6.98 -3.17
H 2.43 -6.17 -3.64
H 1.41 -7.18 -4.64
H 1.74 -5.53 -5.13
H -1.58 -4.74 -3.87
H -0.68 -5.17 -5.31
H 0.83 -3.26 -5.03
H -0.81 -2.68 -4.82
H 0.71 -1.79 -3.05
H -0.64 -2.69 -2.41
H 3.32 -4.35 -2.38
H 3.03 -2.66 -2.79
H 2.62 -3.92 -3.94
H 0.49 -3.11 -0.27
H 1.91 -2.22 -0.83
H 2.08 -3.88 -0.23
H 0.02 -7.65 -2.52
H -0.73 -7.49 -4.11
H -1.48 -6.74 -2.70
C -1.47 -6.38 5.40
C -1.50 -4.87 5.05
C -0.50 -4.53 3.94
C 0.96 -4.45 4.39
C 1.11 -3.56 5.61
C 0.20 -3.99 6.77
N -1.21 -4.03 6.26
O -1.73 -2.87 6.19
C 0.66 -5.34 7.33
C 0.27 -2.98 7.91
C -2.91 -4.54 4.56
H -1.51 -6.54 6.47
H -2.34 -6.88 4.97
H -0.58 -6.88 5.01
H -0.78 -3.57 3.50
H -0.61 -5.28 3.15
H 1.36 -5.45 4.58
H 1.56 -4.05 3.57
H 2.14 -3.55 5.97
H 0.86 -2.53 5.34
H -0.02 -5.67 8.12
H 1.65 -5.21 7.77
H 0.74 -6.12 6.59
H 0.04 -1.97 7.57
H 1.28 -2.98 8.31
H -0.42 -3.24 8.70
H -3.64 -4.68 5.36
H -3.15 -5.21 3.74
H -2.99 -3.51 4.21
```

***

Below is an isolated molecule of C4H4O2, with properties calculated with ωB97M-V with the def2-TZVPD basis set.

Computed properties:
* HOMO-LUMO gap: 9.61 eV
* SMILES string: O=CC=C=CO
* ΔE to the lowest compared entry with this formula, charge and spin: 40.8 kcal/mol

```
10
C4H4O2 | the Open Molecules 2025 dataset | ωB97M-V with the def2-TZVPD basis set
O -0.28 -1.93 -2.11
C -0.20 -1.49 -0.99
C 0.88 -0.57 -0.53
C 0.57 0.25 0.44
C -0.09 1.01 1.28
O -0.89 2.05 0.92
H -0.97 -1.70 -0.22
H 1.81 -0.54 -1.09
H -0.03 0.89 2.36
H -0.96 2.05 -0.05
```